P.
This record from the Open Molecules 2025 dataset describes 9 unconnected molecules or ions with the total composition C7H27NO8. The level of theory is wB97M-V/def2-TZVPD.

Geometry as XYZ:
```
43
C7H27NO8, DFT wB97M-V/def2-TZVPD
O 0.8756 -2.4345 -1.2270
O 3.5563 1.2782 0.5633
O 0.6531 1.8043 2.4518
O -2.2703 1.7116 3.5455
O 3.7004 -1.5566 -1.4247
O 1.5012 2.4443 -1.9847
O 1.3993 0.3352 -0.1104
O -0.6535 -0.7700 -4.2335
N -1.9991 1.4959 -3.0014
C -1.5337 -0.8497 0.9645
C -1.3362 -1.6792 2.0747
C 0.2515 -1.4547 4.1088
C -0.0141 -1.4027 2.7263
C -2.4620 -0.1648 -1.4098
C -2.4686 -1.0679 -0.2048
C -2.0760 1.0515 -1.6730
H -2.0516 2.5781 -3.0698
H 0.8473 0.8856 2.4983
H 0.6743 -0.2715 -0.4202
H 1.7464 -1.9187 -1.1889
H -2.7795 2.3439 3.0255
H -0.1037 -0.8022 -3.4986
H 4.2977 -1.0530 -0.9361
H -0.6434 0.0688 -4.4916
H -2.9475 -0.6388 -2.2724
H 0.1952 1.8918 1.6479
H -0.5596 -1.7587 4.7370
H 3.7743 -1.2534 -2.3316
H -2.0268 -2.4939 2.2850
H 1.3956 2.0136 -2.8084
H 2.7438 1.5077 1.1837
H -1.4130 2.1752 3.4620
H -2.4145 -2.1399 -0.3479
H 2.2758 -0.0305 -0.2191
H 0.6377 -0.9590 2.0795
H 1.0534 -3.2634 -0.8101
H 3.7409 2.2278 0.4784
H -1.3954 1.7437 -0.9901
H 1.6657 1.8165 -1.2678
H -0.9098 0.1108 0.9176
H -2.5535 0.8769 -3.6426
H -3.4647 -1.1250 0.1643
H 1.0907 -1.2731 4.6503
```

The value obtained for the molar mass is 253.29 g mol⁻¹. Its frontier orbital gap is 8.135 eV. As for the SMILES: C=C/C=C/C/C=C/N.O.O.O.O.O.O.O.O.

Q.
This record from the Open Molecules 2025 dataset describes 9 unconnected molecules or ions with the total composition C7H27NO8. The level of theory is wB97M-V/def2-TZVPD.

Geometry as XYZ:
```
43
C7H27NO8, DFT wB97M-V/def2-TZVPD
O -0.9548 0.8717 2.3876
O -0.9084 3.7469 2.0310
O 1.5503 1.3400 1.4756
O 3.0137 -0.2769 -0.2693
O 0.7878 3.5484 0.1129
O 1.6007 0.9740 -2.1179
O 1.0832 -1.5773 -1.8380
O -0.0411 0.1609 -4.0817
N -2.1629 1.9119 -0.8921
C 0.9852 -3.2822 2.8108
C -2.4920 0.6340 -0.3651
C -0.1866 -2.9937 0.6073
C -1.8272 -0.4894 -0.7125
C -2.2663 -1.8072 -0.1098
C -1.1343 -2.0651 0.8376
C 0.9909 -3.1136 1.4999
H 3.6549 0.4324 -0.3982
H -1.4472 0.9319 1.5573
H -0.8844 1.7956 2.6960
H -1.1075 -1.4752 1.7641
H 1.2427 2.9177 0.7218
H 1.9606 -1.2174 -1.6375
H -0.8944 -0.3784 -1.2794
H 0.1996 -3.2871 3.5291
H 0.9966 0.5784 -2.8018
H 1.9261 -3.2371 0.9250
H -2.4937 -2.4462 -0.9552
H -3.2177 -1.5932 0.3718
H -0.8175 -0.2897 -3.7281
H 1.9994 -3.2792 3.2315
H -2.8034 2.6397 -0.6433
H -1.2636 2.0655 -1.2987
H 2.1684 0.6327 1.2085
H -0.5757 3.5104 1.1260
H 0.9260 -2.2505 -1.1598
H 0.5945 -0.4396 -4.4780
H 0.8680 3.1777 -0.7684
H 0.6316 0.9902 1.5816
H 2.4517 0.9497 -2.5713
H -3.4439 0.7381 0.1095
H -0.5949 4.6374 2.1933
H -0.2799 -3.8074 -0.0958
H 2.1657 0.1210 -0.5764
```

The value obtained for the molar mass is 253.29 g mol⁻¹. Its frontier orbital gap is 8.156 eV. As for the SMILES: C=C/C=C/C/C=C/N.O.O.O.O.O.O.O.O.

Stability, highest: Q